{
  "formula": "C28H52CoN2O2Si2",
  "method": "ωB97M-V/def2-TZVPD",
  "energy_ev": -90325.5341,
  "homo_lumo_gap_ha": [0.210, 0.196],
  "multiplicity": 5,
  "relative_energy_kj_mol": 0.0,
  "total_charge": 1,
  "symbols": ["O", "O", "C", "C", "H", "H", "H", "H", "H", "C", "C", "H", "H", "H", "H", "H", "C", "C", "C", "H", "H", "H", "H", "H", "C", "H", "H", "H", "H", "H", "H", "Co", "C", "Si", "H", "H", "C", "C", "C", "C", "Si", "H", "H", "C", "C", "C", "H", "H", "H", "H", "H", "H", "H", "H", "H", "H", "H", "H", "H", "H", "H", "H", "H", "H", "C", "C", "C", "C", "C", "C", "N", "N", "C", "C", "C", "C", "C", "C", "H", "H", "H", "H", "H", "H", "H", "H", "H"],
  "xyz": [[0.29442, -0.67310, -2.94396], [0.86361, 1.59613, -4.68549], [0.80306, -2.00182, -3.21566], [-0.13317, -3.10957, -2.78285], [1.76191, -2.05870, -2.68587], [1.00785, -2.09197, -4.29516], [-0.54307, -2.92883, -1.78384], [0.43684, -4.04157, -2.75373], [-0.95027, -3.23044, -3.50577], [-1.04445, -0.52629, -3.47174], [-1.14649, -0.73201, -4.95959], [-1.36177, 0.47960, -3.16180], [-1.68798, -1.26293, -2.96099], [-0.45954, -0.07785, -5.50454], [-2.16762, -0.49679, -5.27422], [-0.95483, -1.78121, -5.21935], [0.43823, 2.56845, -3.74218], [2.22671, 1.24331, -4.52075], [-0.84227, 3.20306, -4.23669], [1.22516, 3.33339, -3.60134], [0.24413, 2.08804, -2.76474], [-0.64974, 3.75254, -5.16445], [-1.20109, 3.90515, -3.47924], [-1.61519, 2.44700, -4.41944], [2.62588, 0.29593, -5.62563], [2.36501, 0.78112, -3.52680], [2.86619, 2.14545, -4.56204], [2.03539, -0.62367, -5.59223], [3.68209, 0.04612, -5.51137], [2.49164, 0.76859, -6.60393], [-1.04488, -1.79531, 1.74593], [-0.13447, -0.44100, 1.72736], [0.38293, -1.31326, 0.09184], [1.96547, -0.22984, 0.24919], [0.45876, -2.40992, 0.14125], [-0.23560, -1.03561, -0.77580], [3.30221, -1.07202, -0.76608], [2.86349, 0.09074, 1.89526], [1.70308, 1.51354, -0.42904], [-2.14837, -1.58396, 1.50868], [-2.91256, 0.12646, 1.34423], [-2.69085, -2.07935, 2.32980], [-2.35943, -2.13212, 0.58459], [-4.50989, -0.10499, 0.34485], [-1.93099, 1.47314, 0.46570], [-3.45802, 0.74359, 3.03218], [1.31803, 1.44943, -1.45235], [2.66569, 2.04710, -0.46164], [1.00562, 2.12579, 0.15941], [3.39346, -2.12969, -0.47462], [4.27149, -0.58169, -0.57361], [3.10613, -1.02119, -1.84821], [2.89319, -0.80024, 2.53567], [2.43018, 0.91453, 2.47972], [3.90252, 0.36234, 1.65603], [-2.64996, 1.99519, -0.18602], [-1.11053, 1.11761, -0.17512], [-1.53004, 2.21704, 1.16659], [-4.55592, 0.81583, 3.02776], [-3.04326, 1.73344, 3.26329], [-3.15799, 0.05101, 3.83055], [-5.25979, 0.62540, 0.68224], [-4.91779, -1.11364, 0.49707], [-4.33547, 0.04113, -0.73023], [-1.26898, 3.92907, 4.89317], [-0.70840, 3.82130, 3.61360], [-0.16807, 2.60796, 3.18634], [-0.24501, 1.48552, 4.04382], [-0.67036, 1.63430, 5.37543], [-1.23512, 2.84303, 5.77964], [-0.04994, 0.17833, 3.55998], [0.08276, -0.68874, 4.55961], [0.63010, -1.88325, 4.12808], [1.02003, -2.89188, 5.05381], [1.63406, -4.04962, 4.58141], [1.88066, -4.19114, 3.20947], [1.48714, -3.17639, 2.30320], [0.82534, -2.04680, 2.75488], [-1.72366, 4.87154, 5.21150], [-0.68990, 4.68450, 2.94158], [0.30833, 2.49510, 2.20700], [-0.60553, 0.76872, 6.03355], [-1.63230, 2.92158, 6.79242], [0.82488, -2.70235, 6.10831], [1.92480, -4.84102, 5.27058], [2.37614, -5.08014, 2.81728], [1.71593, -3.30622, 1.24427]]
}